Record 1
A 2-piece molecular cluster, C10H11OS3 overall at a distorted geometry, computed with ωB97M-V/def2-TZVPD.

Calculated values
**Net charge**: -1
**Energy**: -45102.6604 eV
**F_max**: 1.519 eV Å⁻¹
**HOMO**: -2.32 eV
**Frontier orbital gap**: 0.1916 Ha

XYZ file:
```
25
C10H11OS3, DFT ωB97M-V/def2-TZVPD
C 3.0429 -0.0683 -0.7341
C 2.2590 1.0610 -0.9311
C 2.4207 -1.2497 -0.3438
C 0.8977 1.0170 -0.7595
C 1.0610 -1.3087 -0.1709
C 0.2348 -0.1784 -0.3882
C 0.9032 0.9884 2.5705
C -2.4564 1.0686 -2.3637
C -2.0872 -1.3133 2.1198
C -1.1576 -0.2403 -0.2722
O -0.0602 1.6302 2.5078
S 2.2013 0.1735 2.7773
S -2.1734 1.1599 -0.5456
S -1.9813 -1.6679 0.3186
H 4.1151 -0.0238 -0.8815
H 2.7266 1.9972 -1.2207
H 3.0203 -2.1348 -0.1634
H 0.3068 1.9113 -0.9057
H 0.5950 -2.2376 0.1316
H -1.5310 1.3127 -2.8802
H -3.2365 1.7821 -2.6195
H -2.7692 0.0567 -2.6087
H -2.5266 -0.3251 2.2382
H -1.0886 -1.3382 2.5493
H -2.7162 -2.0725 2.5756
```

---

Record 2
C10H12AsBrIrN2O2S2Se as an isolated structure, computed with ωB97M-V/def2-TZVPD.

Calculated values
**Net charge**: 0
**Energy**: -238374.7116 eV
**Spin multiplicity**: 6
**F_max**: 0.404 eV Å⁻¹
**HOMO (alpha / beta)**: -7.92 / -8.77 eV
**Frontier orbital gap (alpha / beta)**: 0.2940 / 0.2364 Ha

XYZ file:
```
32
C10H12AsBrIrN2O2S2Se, DFT ωB97M-V/def2-TZVPD
Ir -0.5231 1.3216 -0.5540
C 2.8288 0.1627 1.1186
As 1.9556 1.6137 2.0241
C 2.7030 3.2902 1.4500
C 2.4182 1.4401 3.8845
S -0.1656 1.5405 1.8784
H 3.9067 0.3119 1.1641
H 2.4940 0.1273 0.0862
H 2.5508 -0.7600 1.6295
H 3.7472 3.3284 1.7622
H 2.1340 4.0883 1.9294
H 2.6221 3.3865 0.3681
H 3.5011 1.4697 4.0004
H 2.0276 0.4926 4.2553
H 1.9625 2.2608 4.4383
Br -5.2525 -4.0408 -3.5907
C -3.6484 -3.7847 -2.6283
C -2.9150 -4.8868 -2.2081
N -1.7789 -4.7824 -1.5337
C -1.3421 -3.5652 -1.2439
C -2.0077 -2.4059 -1.6234
C -3.1914 -2.5124 -2.3423
C -1.4589 -1.0707 -1.2751
O -0.5667 -0.9689 -0.3880
O -1.8936 -0.0429 -1.8514
H -3.2623 -5.8880 -2.4326
H -0.4203 -3.4934 -0.6838
H -3.7196 -1.6264 -2.6651
Se -2.2685 3.0451 -1.0205
C -1.1799 4.5279 -1.1508
N -0.5201 5.4693 -1.2206
S 1.2627 1.9521 -1.5770
```

---

Record 3
C10H12BrNPRu as an isolated structure at a distorted geometry, computed with ωB97M-V/def2-TZVPD.

Calculated values
**Net charge**: 0
**Energy**: -93959.1135 eV
**Spin multiplicity**: 6
**F_max**: 3.643 eV Å⁻¹
**HOMO (alpha / beta)**: -4.78 / -8.22 eV
**Frontier orbital gap (alpha / beta)**: 0.1793 / 0.2452 Ha

XYZ file:
```
26
C10H12BrNPRu, DFT ωB97M-V/def2-TZVPD
C -0.9804 -0.5541 -1.4603
C -0.9918 0.3753 -2.4949
C -0.2615 1.5732 -2.4400
C 0.7328 1.8012 -1.4580
C 1.2844 0.7757 -0.6773
Ru -0.1381 -0.0594 0.1904
P 0.7638 -2.1176 0.2620
H -1.5767 -1.4760 -1.5532
H -1.6216 0.1616 -3.3648
H -0.4349 2.3341 -3.2053
H 2.3418 0.7933 -0.3850
H 1.1610 2.8070 -1.3514
H 2.1185 -2.1983 0.7077
H 0.8431 -2.8958 -0.9276
H 0.1260 -3.0848 1.1094
Br 1.0591 -0.7045 5.7894
C 0.4806 0.4521 4.3956
C 0.4529 1.8302 4.5841
C 0.0322 2.6376 3.5264
C -0.2841 2.0543 2.2964
N -0.1826 0.7259 2.1286
C 0.1256 -0.0924 3.1571
H 0.7589 2.2389 5.5423
H -0.0171 3.7188 3.6088
H -0.5940 2.6024 1.4036
H 0.1487 -1.1566 2.9427
```

---

- Which of these has the lowest energy?
  C10H12AsBrIrN2O2S2Se